(1)
Below is C6H10BrCl in the gas phase, with properties calculated with ωB97M-V/def2-TZVPD.

Output
Frontier orbital gap: 10.81 eV
SMILES string: CC1([C@](C)(Cl)Br)CC1
HOMO level: -10.1 eV
LUMO energy: 0.72 eV
ΔE to the lowest compared entry with this formula, charge and spin: 0.0 kcal/mol
DFT total energy: -88948.3741 eV

Geometry (Å):
C  0.95  0.99  -1.09
C  -0.52  1.20  -0.85
C  -0.08  -0.66  1.08
C  0.04  -0.13  -0.43
C  0.08  0.44  2.12
C  -0.23  -1.27  -1.39
Cl  1.18  -1.90  1.35
Br  -1.85  -1.48  1.33
H  1.31  0.75  -2.07
H  1.65  1.52  -0.47
H  -0.79  1.90  -0.07
H  -1.19  1.23  -1.70
H  -0.78  1.11  2.07
H  0.99  1.00  1.93
H  0.13  0.01  3.12
H  -1.26  -1.63  -1.31
H  0.43  -2.11  -1.19
H  -0.07  -0.96  -2.42

=====

(2)
Below is a 4-piece molecular cluster, C18H42N2O4 overall, with properties calculated with ωB97M-V/def2-TZVPD.

Output
Frontier orbital gap: 9.09 eV
SMILES string: CC1(C)CCCC(C)(C)N1O.CC1(C)CCCC(C)(C)N1O.O.O
HOMO level: -8.5 eV
LUMO energy: 0.60 eV
ΔE to the lowest compared entry with this formula, charge and spin: 0.0 kcal/mol
DFT total energy: -30516.0046 eV

Geometry (Å):
O  17.43  -2.03  -1.84
H  17.85  -2.29  -2.66
H  18.17  -1.83  -1.24
O  19.83  -1.12  -0.48
H  20.10  -0.36  -0.99
H  20.18  -0.99  0.41
C  17.80  2.60  -0.61
C  19.00  3.13  0.17
C  20.25  2.94  -0.70
C  21.43  3.75  -0.19
C  21.09  5.22  0.03
C  19.84  5.44  0.88
N  18.79  4.56  0.37
O  17.62  4.75  1.15
C  20.14  5.27  2.38
C  19.39  6.89  0.67
C  19.13  2.32  1.45
H  16.90  2.49  0.00
H  18.03  1.64  -1.07
H  17.56  3.29  -1.43
H  20.53  1.89  -0.62
H  20.05  3.19  -1.74
H  22.27  3.72  -0.90
H  21.83  3.29  0.72
H  20.90  5.67  -0.95
H  21.95  5.70  0.49
H  21.08  5.79  2.62
H  19.37  5.75  2.98
H  20.25  4.24  2.71
H  19.15  7.06  -0.39
H  18.50  7.17  1.23
H  20.20  7.59  0.89
H  18.90  1.26  1.22
H  18.44  2.61  2.24
H  20.14  2.26  1.85
H  16.95  4.99  0.50
C  20.38  -1.66  5.05
C  21.39  -0.67  4.48
C  22.63  -0.70  5.35
C  23.82  -0.03  4.69
C  24.14  -0.73  3.37
C  22.95  -0.74  2.41
N  21.77  -1.18  3.15
O  20.64  -1.24  2.28
C  22.78  0.65  1.76
C  23.22  -1.76  1.31
C  20.78  0.73  4.48
H  19.42  -1.62  4.53
H  20.79  -2.67  5.03
H  20.16  -1.40  6.09
H  22.36  -0.27  6.32
H  22.88  -1.75  5.55
H  23.69  1.04  4.57
H  24.69  -0.13  5.36
H  24.45  -1.76  3.56
H  24.94  -0.17  2.87
H  22.66  1.43  2.51
H  21.89  0.66  1.13
H  23.63  0.88  1.12
H  23.93  -1.36  0.57
H  22.34  -2.04  0.74
H  23.68  -2.66  1.72
H  20.24  0.89  5.41
H  21.54  1.51  4.39
H  20.07  0.87  3.66
H  20.20  -2.06  2.54

=====

(3)
Below is a 2-piece molecular cluster, C18H32BNO9P2 overall, with properties calculated with ωB97M-V/def2-TZVPD.

Output
Total charge: -2
Frontier orbital gap: 2.13 eV
HOMO level: 1.0 eV
LUMO energy: 3.10 eV
DFT total energy: -58354.9654 eV

Geometry (Å):
C  4.30  -2.15  1.41
C  2.79  -1.81  1.35
C  2.50  -0.30  1.44
C  3.18  0.49  0.31
C  3.25  2.00  0.68
C  3.13  2.92  -0.54
C  1.74  2.95  -1.20
C  0.60  3.48  -0.31
C  -0.06  2.34  0.52
C  -1.40  1.87  0.02
C  -2.51  1.71  0.78
P  -2.51  2.11  2.55
N  -1.77  0.99  3.32
O  -4.06  2.22  3.03
O  -1.88  3.59  2.83
C  -3.75  1.18  0.15
O  -4.85  1.60  0.42
C  -3.47  0.14  -0.86
P  -4.59  -1.29  -1.08
C  -3.57  -2.83  -0.95
O  -5.52  -1.31  0.33
C  -2.36  0.30  -1.63
B  -1.90  -0.68  -2.76
O  -2.67  -0.86  -3.90
O  -0.73  -1.38  -2.63
C  -1.52  1.49  -1.40
O  -0.99  2.07  -2.34
H  4.67  -2.43  0.42
H  4.43  -2.98  2.11
H  4.84  -1.28  1.79
H  2.30  -2.24  0.48
H  2.31  -2.28  2.22
H  2.82  0.13  2.40
H  1.42  -0.20  1.40
H  2.59  0.40  -0.61
H  4.16  0.07  0.08
H  2.47  2.22  1.40
H  4.21  2.16  1.19
H  3.87  2.69  -1.32
H  3.34  3.95  -0.21
H  1.45  1.99  -1.62
H  1.82  3.64  -2.05
H  -0.16  3.91  -0.97
H  0.91  4.30  0.35
H  -0.06  2.60  1.57
H  0.60  1.48  0.42
H  -1.45  0.31  2.64
H  -4.40  3.06  2.68
H  -2.56  4.20  3.15
H  -2.56  -2.70  -0.56
H  -4.11  -3.60  -0.40
H  -3.46  -3.21  -1.97
H  -5.10  -1.92  0.95
H  -3.30  -0.13  -3.89
H  0.03  -0.80  -2.78
O  2.18  -3.04  -0.62
C  1.56  -4.20  -0.50
C  0.32  -4.34  -1.60
O  -0.30  -5.50  -1.46
H  1.07  -4.40  0.48
H  2.17  -5.11  -0.67
H  0.80  -4.15  -2.59
H  -0.29  -3.43  -1.45

=====

(4)
Below is C27H35F2MoN6OPS as an isolated structure, with properties calculated with ωB97M-V/def2-TZVPD.

Output
Total charge: +3
Frontier orbital gap (spin up / spin down): 5.99 / 6.17 eV
HOMO level (spin up / spin down): -16.4 / -16.4 eV
LUMO energy (spin up / spin down): -10.44 / -10.26 eV
Multiplicity: 2
<S²>: 0.77
ΔE to the lowest compared entry with this formula, charge and spin: 9.1 kcal/mol
DFT total energy: -66945.4416 eV

Geometry (Å):
Mo  -0.69  0.10  0.43
O  -1.06  0.47  2.30
N  -1.09  -0.36  3.34
C  -1.47  0.12  4.55
C  -1.50  -0.72  5.63
C  -1.13  -2.06  5.47
C  -0.72  -2.51  4.23
C  -0.71  -1.64  3.15
S  -0.27  -2.08  1.54
H  -1.73  1.17  4.57
H  -1.81  -0.33  6.59
H  -1.15  -2.73  6.32
H  -0.42  -3.54  4.08
F  2.62  4.36  1.24
C  1.44  3.96  0.79
C  1.15  2.60  0.84
C  -0.08  2.13  0.41
C  -1.04  3.06  -0.05
C  -0.68  4.41  -0.14
F  -1.55  5.29  -0.63
C  0.55  4.88  0.27
C  -2.38  2.54  -0.24
C  -3.54  3.25  -0.56
C  -4.77  2.62  -0.48
C  -4.84  1.28  -0.11
C  -3.66  0.61  0.12
N  -2.46  1.22  0.04
H  1.90  1.94  1.24
H  0.81  5.93  0.20
H  -3.48  4.29  -0.83
H  -5.67  3.18  -0.70
H  -5.79  0.78  0.00
H  -3.66  -0.44  0.39
C  1.13  -1.94  -2.75
C  1.79  -1.96  -1.36
C  3.23  -2.47  -1.52
P  1.72  -0.32  -0.46
C  2.32  0.83  -1.83
C  3.36  1.91  -1.55
C  1.10  1.42  -2.57
C  2.90  -0.60  0.97
C  4.34  -0.23  0.61
C  2.51  0.04  2.32
H  1.02  -2.97  -3.09
H  1.77  -1.44  -3.48
H  0.16  -1.46  -2.76
H  1.25  -2.64  -0.70
H  3.83  -1.81  -2.14
H  3.19  -3.44  -2.02
H  3.74  -2.62  -0.57
H  2.79  0.11  -2.50
H  3.12  2.54  -0.70
H  3.40  2.56  -2.43
H  4.36  1.51  -1.42
H  0.89  2.43  -2.21
H  0.19  0.82  -2.45
H  1.31  1.49  -3.63
H  2.82  -1.68  1.08
H  4.50  0.84  0.68
H  4.62  -0.57  -0.39
H  5.02  -0.71  1.32
H  3.11  0.93  2.52
H  2.73  -0.67  3.13
H  1.46  0.31  2.38
N  -4.48  -3.69  -3.32
C  -3.28  -3.53  -2.78
N  -2.40  -4.52  -2.77
N  -3.02  -2.32  -2.26
C  -2.19  -1.67  -1.64
N  -1.45  -0.95  -1.03
H  -4.75  -4.55  -3.77
H  -5.13  -2.92  -3.36
H  -2.61  -5.41  -3.19
H  -1.49  -4.40  -2.36

=====

(5)
Below is C3H3FO2 in the gas phase, with properties calculated with ωB97M-V/def2-TZVPD.

Output
Frontier orbital gap: 9.08 eV
SMILES string: O=C/C(F)=C/O
HOMO level: -9.3 eV
LUMO energy: -0.26 eV
ΔE to the lowest compared entry with this formula, charge and spin: 41.6 kcal/mol
DFT total energy: -9969.7551 eV

Geometry (Å):
C  0.01  -0.62  0.19
C  -2.25  0.61  -0.02
C  -1.43  -0.60  -0.05
O  -3.47  0.61  0.03
O  0.70  -1.75  -0.11
F  -2.17  -1.73  -0.01
H  0.35  0.42  0.31
H  -1.83  1.64  -0.16
H  1.57  -1.69  0.16

=====

(6)
Below is a 2-piece molecular cluster, C5H7O3 overall, with properties calculated with ωB97M-V/def2-TZVPD.

Output
Total charge: +1
Frontier orbital gap (spin up / spin down): 7.04 / 9.79 eV
HOMO level (spin up / spin down): -12.8 / -16.6 eV
LUMO energy (spin up / spin down): -5.74 / -6.77 eV
Multiplicity: 3
<S²>: 2.01
DFT total energy: -11427.6669 eV

Geometry (Å):
C  -0.32  0.70  -1.96
C  -2.37  -1.84  -0.71
C  0.66  0.56  0.26
C  -0.30  0.94  1.27
C  1.89  -0.19  0.47
O  -3.35  -1.58  -1.21
O  -1.41  -2.08  -0.12
O  0.29  0.81  -0.93
H  -0.19  1.31  -2.83
H  -0.99  1.50  0.76
H  0.16  1.32  2.10
H  -0.84  0.03  1.41
H  1.75  -1.22  0.76
H  2.64  0.15  1.19
H  2.39  -0.42  -0.44

=====

(7)
Below is C4H5F in the gas phase, with properties calculated with ωB97M-V/def2-TZVPD.

Output
Frontier orbital gap: 9.24 eV
SMILES string: C=C/C=C/F
HOMO level: -8.7 eV
LUMO energy: 0.56 eV
ΔE to the lowest compared entry with this formula, charge and spin: 37.7 kcal/mol
DFT total energy: -6943.5797 eV

Geometry (Å):
C  -0.24  -1.28  -0.03
C  0.15  0.00  0.05
C  0.17  0.92  -1.00
C  0.40  2.25  -0.58
H  -0.27  -2.10  -0.82
H  0.12  0.59  1.05
H  0.10  0.53  -2.00
H  0.42  2.47  0.65
H  0.32  3.11  -1.33
F  -0.40  -1.77  1.31

=====

(8)
Below is C25H15MnN7O7S2 as an isolated structure, with properties calculated with ωB97M-V/def2-TZVPD.

Output
Total charge: +1
Frontier orbital gap (spin up / spin down): 7.56 / 7.95 eV
HOMO level (spin up / spin down): -12.2 / -12.2 eV
LUMO energy (spin up / spin down): -4.60 / -4.21 eV
Multiplicity: 5
<S²>: 6.04
ΔE to the lowest compared entry with this formula, charge and spin: 0.0 kcal/mol
DFT total energy: -103921.4818 eV

Geometry (Å):
Mn  0.17  0.16  -0.47
S  -3.56  -2.55  5.39
N  -2.46  -1.38  5.29
C  -2.05  -1.35  4.03
C  -1.07  -0.43  3.48
C  -0.45  0.57  4.22
C  0.45  1.41  3.59
C  0.69  1.24  2.24
N  0.08  0.30  1.53
C  -0.79  -0.54  2.13
C  -1.43  -1.55  1.28
N  -1.10  -1.54  -0.02
C  -1.67  -2.42  -0.83
C  -2.60  -3.35  -0.39
C  -2.96  -3.35  0.94
C  -2.37  -2.44  1.81
C  -2.68  -2.32  3.22
N  -3.56  -3.07  3.87
H  -0.68  0.68  5.27
H  0.96  2.19  4.13
H  1.39  1.87  1.70
H  -1.37  -2.38  -1.87
H  -3.04  -4.05  -1.09
H  -3.70  -4.05  1.33
C  -1.43  0.50  -3.91
C  -0.04  0.08  -3.62
N  0.53  -0.04  -2.42
C  1.83  -0.45  -2.61
C  2.06  -0.59  -3.94
N  0.88  -0.25  -4.55
C  3.24  -0.97  -4.77
O  4.35  -1.27  -4.13
O  3.11  -1.01  -5.97
C  2.65  -0.63  -1.40
O  3.81  -0.98  -1.44
O  1.97  -0.37  -0.30
H  -1.95  0.71  -2.98
H  -1.96  -0.28  -4.45
H  -1.43  1.40  -4.53
H  0.76  -0.26  -5.55
H  4.27  -1.19  -3.15
O  -5.35  1.03  0.99
S  -4.09  1.48  1.48
O  -3.75  1.29  2.86
N  -2.87  0.82  0.57
C  -2.19  1.73  -0.03
O  -1.13  1.48  -0.76
C  -2.67  3.13  0.13
C  -2.18  4.30  -0.42
C  -2.82  5.49  -0.08
C  -3.92  5.50  0.77
C  -4.41  4.32  1.33
C  -3.76  3.15  0.98
H  -1.33  4.29  -1.08
H  -2.46  6.43  -0.50
H  -4.40  6.44  1.01
H  -5.26  4.32  2.00